Arrangement one

Computed, not measured: one molecule with the formula C3H7PS, with wB97M-V/def2-TZVPD.

```
12
Properties=species:S:1:pos:R:3:mulliken_charge:R:1
H 0.6689 1.5021 0.6122 0.268
H -0.1855 2.5246 -0.6565 0.352
C 0.2092 1.5949 -0.3405 -0.844
C 1.1155 -1.9074 -0.2975 -0.558
H 0.9382 1.5257 -1.1454 0.336
H 0.8212 -0.5335 1.1606 0.372
H 1.9426 -2.3838 0.2280 0.275
C 0.4369 -0.9699 0.2718 -0.216
S -0.9278 0.0318 -0.4154 -0.120
H 0.6166 -2.4203 -1.0949 0.284
H -2.6477 0.6781 1.4711 -0.044
P -2.9882 0.3577 0.2064 -0.106
```

The charge is 0. Its orbital gap is 7.89 eV. The LUMO energy comes out at 0.572 eV.

Arrangement two

Computed, not measured: one molecule with the formula C3H7PS, with wB97M-V/def2-TZVPD.

```
12
Properties=species:S:1:pos:R:3:mulliken_charge:R:1
C -0.9381 0.0164 0.7408 -0.451
C 1.3713 0.7162 0.0301 -1.305
H 1.2670 0.9848 -0.9650 0.371
H -2.3708 -0.6253 -0.5339 0.113
H 0.2245 -1.1124 -0.5485 0.289
S -2.0272 -2.9225 1.4201 -0.359
C 0.4122 -0.4794 0.3400 -0.071
H 2.3806 0.5171 0.2070 0.373
P -2.2916 -1.1396 0.7878 0.155
H 1.0264 1.5929 0.4493 0.417
H -3.3883 -0.3158 1.2766 0.129
H 0.8988 -1.1878 1.1013 0.338
```

The charge is 0. Its orbital gap is 7.50 eV. The LUMO energy comes out at -1.106 eV.

The data favor arrangement one; the next most stable structure lies 0.738 eV above it.